# 1
C4H5NaO5 as an isolated structure in a non-equilibrium geometry. Source: the Open Molecules 2025 dataset; level of theory: the ωB97M-V functional and the def2-TZVPD basis.

Summary:
Molar mass   156.07 g mol⁻¹
E_HOMO (spin up / spin down)   -15.49 / -15.53 eV
Spin multiplicity   2
LUMO level (spin up / spin down)   -4.19 / -6.85 eV
Net charge   +1
Kohn-Sham gap (spin up / spin down)   11.2986 / 8.6812 eV
Energy above the lowest of the compared OMol25 structures with the same formula, charge and spin   0.0 kcal/mol

Positions of all 15 atoms, in Å:
1 O -1.688 2.786 -1.407
2 O 0.060 1.720 -1.855
3 C -1.145 1.649 -1.547
4 O -1.702 0.535 -1.226
5 C -1.062 -0.355 -0.254
6 C -1.263 -1.750 -0.783
7 H -1.564 -0.200 0.710
8 H -2.328 -1.964 -0.934
9 H -0.879 -2.468 -0.047
10 H -0.717 -1.888 -1.725
11 O 2.850 -0.088 0.475
12 C 2.638 -0.677 1.465
13 O 2.112 -1.369 2.242
14 Na 2.220 0.971 -1.488
15 H 0.015 0.012 -0.123

Here are the natural (NBO) charges for atoms 1 to 8, given in e: -0.18, -0.67, 0.96, -0.49, -0.04, -0.64, 0.22, 0.25

---

# 2
C4H5NaO6 as an isolated structure in a non-equilibrium geometry. Source: the Open Molecules 2025 dataset; level of theory: the ωB97M-V functional and the def2-TZVPD basis.

Summary:
Molar mass   172.07 g mol⁻¹
E_HOMO (spin up / spin down)   -15.00 / -14.97 eV
Spin multiplicity   2
LUMO level (spin up / spin down)   -4.49 / -7.03 eV
Net charge   +1
Kohn-Sham gap (spin up / spin down)   10.5070 / 7.9438 eV
Energy above the lowest of the compared OMol25 structures with the same formula, charge and spin   27.2 kcal/mol

Positions of all 16 atoms, in Å:
1 O 3.400 0.433 0.498
2 C 2.396 -0.193 0.347
3 O 1.239 0.006 0.615
4 Na 5.569 1.056 0.039
5 O 2.703 -2.100 -0.432
6 O 5.990 -2.056 0.832
7 C 6.576 -1.715 1.971
8 O 6.378 -2.221 3.044
9 O 7.207 -0.555 1.788
10 C 4.621 -2.476 0.923
11 C 4.045 -2.451 -0.481
12 H 7.731 -0.330 2.569
13 H 4.110 -1.757 1.577
14 H 4.562 -3.482 1.355
15 H 4.180 -3.420 -0.996
16 H 4.555 -1.692 -1.107

Here are the natural (NBO) charges for atoms 1 to 8, given in e: -0.70, 1.00, -0.45, 0.99, -0.17, -0.53, 0.97, -0.56